Density functional theory data (ωB97M-V with the def2-TZVPD basis set) for 7 unconnected molecules or ions with the total composition C47H105BF4N5O in a non-equilibrium geometry.

Its expectation value of S² is 0.75. Its multiplicity is 2. The total charge is +2. The calculation puts the frontier orbital gap (alpha / beta) at 2.4 / 4.0 eV.

Each atom is followed by the atoms it is bonded to, with distances in Å.
CARTESIAN COORDINATES (ANGSTROEM)
1 C -15.35 -2.33 -21.14  C2 1.476, H4 1.090, H5 1.090, H6 1.090
2 C -14.37 -3.43 -21.18  C1 1.476, O3 1.396, H7 1.090, H8 1.090
3 O -13.02 -3.11 -21.12  C2 1.396
4 H -15.11 -1.63 -21.94  C1 1.090
5 H -15.35 -1.77 -20.20  C1 1.090
6 H -16.41 -2.58 -21.20  C1 1.090
7 H -14.68 -4.02 -22.05  C2 1.090
8 H -14.73 -4.14 -20.44  C2 1.090
9 C -20.62 2.30 -9.66  C10 1.564, H19 1.090, H20 1.090, H21 1.090
10 C -21.43 1.95 -10.95  C9 1.564, C11 1.556, H22 1.090, H23 1.090
11 C -20.59 2.19 -12.23  C10 1.556, N12 1.576, H24 1.090, H25 1.090
12 N -21.34 2.02 -13.60  C11 1.576, C13 1.544, C17 1.565, C18 1.520
13 C -20.23 2.06 -14.67  N12 1.544, C14 1.503, H26 1.090, H27 1.090
14 C -20.75 2.23 -16.07  C13 1.503, C15 1.532, H28 1.090, H29 1.090
15 C -21.82 3.32 -16.14  C14 1.532, C16 1.546, H30 1.090, H31 1.090
16 C -22.96 3.08 -15.12  C15 1.546, C17 1.460, H32 1.090, H33 1.090
17 C -22.42 3.14 -13.77  N12 1.565, C16 1.460, H34 1.090, H35 1.090
18 C -21.98 0.64 -13.57  N12 1.520, H36 1.090, H37 1.090, H38 1.090
19 H -21.26 2.22 -8.79  C9 1.090
20 H -20.36 3.36 -9.65  C9 1.090
21 H -19.76 1.68 -9.41  C9 1.090
22 H -22.38 2.48 -10.97  C10 1.090
23 H -21.86 0.95 -10.89  C10 1.090
24 H -19.71 1.55 -12.25  C11 1.090
25 H -20.20 3.21 -12.20  C11 1.090
26 H -19.52 2.88 -14.55  C13 1.090
27 H -19.58 1.18 -14.56  C13 1.090
28 H -19.90 2.41 -16.74  C14 1.090
29 H -21.29 1.34 -16.40  C14 1.090
30 H -21.45 4.34 -16.11  C15 1.090
31 H -22.25 3.29 -17.13  C15 1.090
32 H -23.75 3.83 -15.13  C16 1.090
33 H -23.39 2.08 -15.22  C16 1.090
34 H -21.85 4.06 -13.60  C17 1.090
35 H -23.21 2.92 -13.06  C17 1.090
36 H -21.18 -0.02 -13.23  C18 1.090
37 H -22.22 0.30 -14.58  C18 1.090
38 H -22.82 0.65 -12.88  C18 1.090
39 C -17.89 -4.80 -22.81  C40 1.588, H49 1.090, H50 1.090, H51 1.090
40 C -18.94 -4.06 -21.88  C39 1.588, C41 1.531, H52 1.090, H53 1.090
41 C -19.19 -2.61 -22.29  C40 1.531, N42 1.557, H54 1.090, H55 1.090
42 N -20.33 -1.85 -21.55  C41 1.557, C43 1.570, C47 1.565, C48 1.498
43 C -20.05 -0.31 -21.70  N42 1.570, C44 1.556, H56 1.090, H57 1.090
44 C -21.21 0.54 -21.13  C43 1.556, C45 1.506, H58 1.090, H59 1.090
45 C -22.54 0.17 -21.74  C44 1.506, C46 1.570, H60 1.090, H61 1.090
46 C -22.86 -1.36 -21.56  C45 1.570, C47 1.571, H62 1.090, H63 1.090
47 C -21.72 -2.28 -22.12  N42 1.565, C46 1.571, H64 1.090, H65 1.090
48 C -20.28 -2.07 -20.07  N42 1.498, H66 1.090, H67 1.090, H68 1.090
49 H -17.02 -4.15 -22.94  C39 1.090
50 H -18.22 -4.89 -23.84  C39 1.090
51 H -17.61 -5.77 -22.38  C39 1.090
52 H -18.57 -4.07 -20.86  C40 1.090
53 H -19.88 -4.62 -21.92  C40 1.090
54 H -19.39 -2.40 -23.34  C41 1.090
55 H -18.28 -2.04 -22.09  C41 1.090
56 H -20.06 -0.03 -22.76  C43 1.090
57 H -19.05 -0.17 -21.30  C43 1.090
58 H -21.02 1.60 -21.29  C44 1.090
59 H -21.20 0.54 -20.04  C44 1.090
60 H -22.63 0.66 -22.71  C45 1.090
61 H -23.23 0.74 -21.13  C45 1.090
62 H -23.83 -1.55 -22.03  C46 1.090
63 H -22.90 -1.56 -20.49  C46 1.090
64 H -21.68 -2.16 -23.20  C47 1.090
65 H -21.86 -3.36 -22.02  C47 1.090
66 H -20.59 -3.10 -19.88  C48 1.090
67 H -20.98 -1.48 -19.49  C48 1.090
68 H -19.28 -1.90 -19.68  C48 1.090
69 C -23.78 8.15 -17.76  C70 1.528, H79 1.090, H80 1.090, H81 1.090
70 C -22.39 8.03 -18.39  C69 1.528, C71 1.538, H82 1.090, H83 1.090
71 C -21.36 7.75 -17.28  C70 1.538, N72 1.554, H84 1.090, H85 1.090
72 N -19.93 7.32 -17.69  C71 1.554, C73 1.523, C77 1.544, C78 1.566
73 C -19.21 6.93 -16.40  N72 1.523, C74 1.605, H86 1.090, H87 1.090
74 C -17.78 6.26 -16.72  C73 1.605, C75 1.521, H88 1.090, H89 1.090
75 C -17.90 5.02 -17.59  C74 1.521, C76 1.481, H90 1.090, H91 1.090
76 C -18.66 5.37 -18.82  C75 1.481, C77 1.567, H92 1.090, H93 1.090
77 C -20.05 6.02 -18.51  N72 1.544, C76 1.567, H94 1.090, H95 1.090
78 C -19.13 8.43 -18.45  N72 1.566, H96 1.090, H97 1.090, H98 1.090
79 H -23.91 7.28 -17.11  C69 1.090
80 H -24.46 8.03 -18.60  C69 1.090
81 H -24.10 9.03 -17.20  C69 1.090
82 H -22.21 8.96 -18.91  C70 1.090
83 H -22.34 7.25 -19.15  C70 1.090
84 H -21.76 6.99 -16.61  C71 1.090
85 H -21.19 8.65 -16.68  C71 1.090
86 H -19.77 6.16 -15.87  C73 1.090
87 H -19.27 7.75 -15.69  C73 1.090
88 H -17.37 5.86 -15.79  C74 1.090
89 H -17.07 6.95 -17.17  C74 1.090
90 H -18.36 4.22 -17.01  C75 1.090
91 H -16.92 4.64 -17.84  C75 1.090
92 H -18.93 4.41 -19.27  C76 1.090
93 H -18.06 5.91 -19.54  C76 1.090
94 H -20.83 5.37 -18.11  C77 1.090
95 H -20.35 6.49 -19.44  C77 1.090
96 H -18.99 9.28 -17.78  C78 1.090
97 H -19.63 8.67 -19.38  C78 1.090
98 H -18.16 7.97 -18.67  C78 1.090
99 C -16.43 -5.98 -18.71  C100 1.508, H109 1.090, H110 1.090, H111 1.090
100 C -16.29 -4.97 -17.60  C99 1.508, C101 1.558, H112 1.090, H113 1.090
101 C -17.44 -3.91 -17.60  C100 1.558, N102 1.542, H114 1.090, H115 1.090
102 N -17.35 -2.84 -16.49  C101 1.542, C103 1.579, C107 1.555, C108 1.564
103 C -17.55 -3.54 -15.09  N102 1.579, C104 1.530, H116 1.090, H117 1.090
104 C -18.95 -4.13 -14.91  C103 1.530, C105 1.533, H118 1.090, H119 1.090
105 C -20.02 -3.04 -15.06  C104 1.533, C106 1.529, H120 1.090, H121 1.090
106 C -19.98 -2.31 -16.40  C105 1.529, C107 1.587, H122 1.090, H123 1.090
107 C -18.50 -1.81 -16.66  N102 1.555, C106 1.587, H124 1.090, H125 1.090
108 C -15.97 -2.10 -16.57  N102 1.564, H126 1.090, H127 1.090, H128 1.090
109 H -17.38 -6.51 -18.57  C99 1.090
110 H -15.50 -6.54 -18.62  C99 1.090
111 H -16.45 -5.51 -19.69  C99 1.090
112 H -15.33 -4.47 -17.72  C100 1.090
113 H -16.13 -5.42 -16.62  C100 1.090
114 H -18.46 -4.29 -17.55  C101 1.090
115 H -17.30 -3.34 -18.51  C101 1.090
116 H -16.74 -4.27 -14.98  C103 1.090
117 H -17.28 -2.71 -14.45  C103 1.090
118 H -19.13 -4.93 -15.63  C104 1.090
119 H -19.13 -4.45 -13.88  C104 1.090
120 H -20.98 -3.52 -14.89  C105 1.090
121 H -19.82 -2.26 -14.32  C105 1.090
122 H -20.50 -2.91 -17.15  C106 1.090
123 H -20.70 -1.52 -16.22  C106 1.090
124 H -18.36 -1.46 -17.69  C107 1.090
125 H -18.23 -0.98 -16.00  C107 1.090
126 H -15.93 -1.43 -15.71  C108 1.090
127 H -15.98 -1.63 -17.55  C108 1.090
128 H -15.27 -2.92 -16.41  C108 1.090
129 C -15.49 5.72 -21.07  C130 1.537, H139 1.090, H140 1.090, H141 1.090
130 C -16.37 4.72 -21.84  C129 1.537, C131 1.536, H142 1.090, H143 1.090
131 C -15.70 3.39 -22.20  C130 1.536, N132 1.533, H144 1.090, H145 1.090
132 N -16.60 2.56 -23.12  C131 1.533, C133 1.583, C137 1.607, C138 1.527
133 C -16.05 1.09 -22.97  N132 1.583, C134 1.526, H146 1.090, H147 1.090
134 C -16.44 0.19 -24.14  C133 1.526, C135 1.537, H148 1.090, H149 1.090
135 C -16.05 0.75 -25.52  C134 1.537, C136 1.546, H150 1.090, H151 1.090
136 C -16.84 2.07 -25.68  C135 1.546, C137 1.473, H152 1.090, H153 1.090
137 C -16.46 3.05 -24.65  N132 1.607, C136 1.473, H154 1.090, H155 1.090
138 C -18.05 2.53 -22.64  N132 1.527, H156 1.090, H157 1.090, H158 1.090
139 H -16.10 6.49 -20.59  C129 1.090
140 H -14.74 6.18 -21.72  C129 1.090
141 H -15.02 5.26 -20.20  C129 1.090
142 H -16.78 5.13 -22.77  C130 1.090
143 H -17.26 4.55 -21.25  C130 1.090
144 H -15.62 2.67 -21.38  C131 1.090
145 H -14.72 3.49 -22.66  C131 1.090
146 H -14.96 1.01 -23.02  C133 1.090
147 H -16.31 0.68 -21.99  C133 1.090
148 H -15.87 -0.73 -24.00  C134 1.090
149 H -17.50 -0.08 -24.13  C134 1.090
150 H -14.99 0.88 -25.74  C135 1.090
151 H -16.42 0.00 -26.21  C135 1.090
152 H -16.66 2.55 -26.64  C136 1.090
153 H -17.89 1.78 -25.58  C136 1.090
154 H -15.40 3.22 -24.80  C137 1.090
155 H -17.07 3.95 -24.74  C137 1.090
156 H -18.52 3.47 -22.90  C138 1.090
157 H -17.98 2.18 -21.61  C138 1.090
158 H -18.51 1.78 -23.28  C138 1.090
159 B -17.78 1.22 -18.65  F160 1.366, F161 1.353, F162 1.408, F163 1.374
160 F -19.06 1.00 -19.07  B159 1.366
161 F -17.64 1.46 -17.33  B159 1.353
162 F -17.01 0.06 -18.88  B159 1.408
163 F -17.32 2.28 -19.39  B159 1.374